2 unconnected molecules or ions with the total composition C5H15NO, computed with the ωB97M-V functional and the def2-TZVPD basis.

CARTESIAN COORDINATES (ANGSTROEM)
1 C -1.5974 -1.4130 1.2692
2 C -0.8436 -0.1038 1.1307
3 C -0.3976 0.2031 -0.2964
4 C -1.4607 1.0614 -1.0052
5 N 0.9240 0.8260 -0.2805
6 C 1.6294 0.8574 -1.5578
7 H -2.6011 -1.3670 0.8420
8 H -1.7386 -1.6408 2.3370
9 H -1.1076 -2.3055 0.8611
10 H -1.5454 0.6844 1.4240
11 H 0.0133 -0.0059 1.7933
12 H -0.3004 -0.7001 -0.8985
13 H -1.3499 1.1170 -2.0885
14 H -2.4680 0.6886 -0.8075
15 H -1.4040 2.0780 -0.6057
16 H 0.9125 1.7430 0.1485
17 H 2.6986 0.7001 -1.4282
18 H 1.4524 1.7817 -2.1238
19 H 1.2590 0.0539 -2.1947
20 O 2.4394 -1.7144 1.3394
21 H 2.0990 -0.8851 0.9678
22 H 3.3865 -1.6591 1.1736

Output
Structure (SMILES): CC[C@@H](C)NC.O
HOMO-LUMO gap, eV: 9.880
E_HOMO, eV: -8.9
DFT total energy, eV: -8965.705

---

A molecular structure, C33H52CeN3O3P2, computed with the ωB97M-V functional and the def2-TZVPD basis.

CARTESIAN COORDINATES (ANGSTROEM)
1 C -0.4891 2.1317 1.6635
2 C -1.8436 0.2179 1.3589
3 C -1.3934 2.6468 2.5943
4 C -2.8949 0.8435 2.0753
5 C -2.6565 2.0209 2.7534
6 H -1.1242 3.5708 3.1417
7 H -3.8391 0.3581 2.1399
8 H -3.3807 2.4282 3.4522
9 N -0.6789 0.9200 1.0708
10 P 1.6105 2.5249 -0.2174
11 P -0.8186 -2.3757 0.7880
12 C 0.7546 2.9303 1.3761
13 H 0.5340 4.0217 1.3650
14 H 1.5054 2.8040 2.1889
15 C -2.0314 -1.1341 0.7582
16 H -3.1442 -1.4207 0.6871
17 C -1.3701 -3.7439 -0.4838
18 C -1.0798 -2.8831 2.5366
19 C 0.6550 3.5999 -1.4885
20 C 3.3792 3.0601 0.0718
21 C -0.5498 -3.6029 -1.7656
22 H 0.5390 -3.6394 -1.5787
23 H -0.7938 -4.4614 -2.4194
24 H -0.7739 -2.6986 -2.3482
25 C -1.0673 -5.1233 0.0973
26 H -0.0045 -5.2356 0.3538
27 H -1.6812 -5.3742 0.9706
28 H -1.2934 -5.8725 -0.6769
29 C -2.8461 -3.6085 -0.8176
30 H -3.1024 -4.4276 -1.5139
31 H -3.5014 -3.7449 0.0550
32 H -3.0809 -2.6490 -1.3068
33 C 0.0448 -3.8702 2.9073
34 H 1.0345 -3.4530 2.6385
35 H 0.0187 -4.0315 4.0015
36 H -0.0656 -4.8457 2.4056
37 C -0.9374 -1.6560 3.4532
38 H -0.0339 -1.0772 3.2168
39 H -1.8073 -0.9956 3.3789
40 H -0.8718 -2.0068 4.4960
41 C -2.4772 -3.4888 2.7064
42 H -3.2556 -3.0078 2.0888
43 H -2.5057 -4.5771 2.5039
44 H -2.7964 -3.3427 3.7579
45 C 4.1757 2.9054 -1.2360
46 H 5.2473 3.0741 -1.0268
47 H 4.0666 1.8897 -1.6506
48 H 3.8737 3.6391 -1.9973
49 C 4.0004 2.1125 1.1172
50 H 3.4801 2.1387 2.0891
51 H 4.0287 1.0676 0.7594
52 H 5.0505 2.4247 1.2927
53 C 3.4843 4.4966 0.5980
54 H 4.5253 4.6682 0.9329
55 H 3.2722 5.2494 -0.1741
56 H 2.8281 4.6817 1.4647
57 C -0.8309 3.2606 -1.3939
58 H -1.3646 3.8587 -2.1594
59 H -1.0479 2.1978 -1.6064
60 H -1.2763 3.5147 -0.4156
61 C 1.1554 3.2621 -2.8946
62 H 1.0156 2.2038 -3.1508
63 H 0.5710 3.8592 -3.6062
64 H 2.2106 3.5131 -3.0468
65 C 0.8559 5.0846 -1.1957
66 H 0.6302 5.3672 -0.1564
67 H 1.8647 5.4338 -1.4533
68 H 0.1571 5.6422 -1.8380
69 Ce 1.0714 -0.3660 -0.4021
70 C 1.8883 -0.5478 1.8787
71 O 2.5764 -0.7728 2.8086
72 N -0.7421 -0.3310 -1.9089
73 C -1.8447 -0.4627 -1.6309
74 C -3.1933 -0.1313 -2.0467
75 C -3.2122 0.1349 -3.4461
76 C -4.4072 0.0089 -1.3365
77 C -4.3769 0.4347 -4.1246
78 H -2.2404 0.0539 -3.9314
79 C -5.5838 0.3221 -2.0219
80 H -4.4228 -0.1122 -0.2288
81 C -5.5730 0.5220 -3.4150
82 H -4.2983 0.5902 -5.2207
83 H -6.5559 0.4195 -1.4693
84 H -6.4740 0.7593 -3.9397
85 N 5.0121 -2.7775 0.4657
86 C 5.0029 -2.0349 -0.8336
87 C 3.5782 -1.5527 -0.9616
88 O 3.2558 -0.4513 -1.5239
89 O 2.7187 -2.2355 -0.2971
90 H 5.1164 -2.1252 1.2625
91 H 5.7944 -3.4378 0.5303
92 H 4.0938 -3.2618 0.5622
93 H 5.7081 -1.2016 -0.8083
94 H 5.2487 -2.7197 -1.6492

Output
HOMO-LUMO gap (spin up / spin down), eV: 4.560 / 4.454
E_HOMO (spin up / spin down), eV: -15.0 / -15.0
Total charge: +3
DFT total energy, eV: -77158.654

---

2 unconnected molecules or ions with the total composition C28H39N4O5, computed with the ωB97M-V functional and the def2-TZVPD basis.

CARTESIAN COORDINATES (ANGSTROEM)
1 C -2.0549 -4.9656 2.8161
2 N -1.2162 -3.9354 2.2441
3 C 0.1261 -4.0983 2.0545
4 O 0.7911 -5.0722 2.4020
5 C 0.6321 -2.8257 1.3752
6 C 1.2431 -3.0670 -0.0098
7 C 2.4754 -3.9565 0.0489
8 C 2.4922 -5.1877 -0.6223
9 C 3.5698 -6.0634 -0.4449
10 C 4.6696 -5.6665 0.3340
11 C 4.6742 -4.4083 0.9588
12 C 3.5818 -3.5460 0.8008
13 N -0.5665 -1.9732 1.3353
14 C -0.5209 -0.7291 0.8143
15 C -1.6386 0.0999 0.7278
16 C -1.6868 1.3927 0.2139
17 C -2.9024 2.1695 0.2075
18 C -2.9184 3.5360 -0.2314
19 C -4.0828 4.2867 -0.2766
20 C -5.3077 3.7072 0.1422
21 N -6.5186 4.4403 0.1034
22 O -7.5725 3.8734 0.4834
23 O -6.5098 5.6229 -0.3058
24 C -5.3342 2.3738 0.6002
25 C -4.1681 1.6310 0.6333
26 C -1.7779 -2.6582 1.8487
27 C -2.8634 -2.8870 0.7835
28 C -2.4332 -1.9874 3.0687
29 H -1.4584 -5.8505 3.0427
30 H -2.5324 -4.6035 3.7367
31 H -2.8509 -5.2368 2.1091
32 H 1.4121 -2.3737 2.0192
33 H 0.4836 -3.5331 -0.6559
34 H 1.5048 -2.0868 -0.4493
35 H 1.6232 -5.4660 -1.2275
36 H 3.5466 -7.0493 -0.9171
37 H 5.5261 -6.3359 0.4566
38 H 5.5203 -4.0842 1.5685
39 H 3.5469 -2.5677 1.2913
40 H 0.4633 -0.4072 0.4704
41 H -2.5736 -0.3233 1.1002
42 H -0.7872 1.8540 -0.2066
43 H -1.9709 3.9914 -0.5289
44 H -4.0885 5.3157 -0.6255
45 H -6.2843 1.9547 0.9189
46 H -4.2470 0.6083 0.9975
47 H -2.4816 -3.5247 -0.0266
48 H -3.7127 -3.3826 1.2705
49 H -3.2038 -1.9375 0.3634
50 H -1.7382 -1.9700 3.9192
51 H -2.7440 -0.9657 2.8405
52 H -3.3231 -2.5717 3.3361
53 C 5.5843 2.3007 -0.0869
54 O 4.3883 3.0098 -0.4515
55 C 3.2023 2.4523 0.1037
56 C 2.0251 3.3762 -0.2160
57 N 1.5485 3.3359 -1.5492
58 C 0.9053 4.5101 -2.0587
59 C 1.0900 4.6554 -3.5658
60 O 1.0866 3.3252 -4.0751
61 C 0.8814 3.2258 -5.4820
62 H 6.4231 2.8720 -0.5077
63 H 5.7255 2.2094 1.0105
64 H 5.6094 1.2677 -0.4878
65 H 3.0050 1.4468 -0.3197
66 H 3.2707 2.3981 1.2108
67 H 1.2084 3.0944 0.4781
68 H 2.2846 4.4225 0.0198
69 H 2.0347 2.7421 -2.2304
70 H -0.1851 4.4394 -1.8705
71 H 1.2994 5.3923 -1.5354
72 H 0.2639 5.2781 -3.9634
73 H 2.0627 5.1520 -3.7569
74 H 0.6871 2.1603 -5.6572
75 H 0.0202 3.8224 -5.8518
76 H 1.7657 3.5510 -6.0663

Output
HOMO-LUMO gap, eV: 5.121
E_HOMO, eV: -10.6
Total charge: +1
DFT total energy, eV: -45855.641

---

A molecular structure, C25H47N2O6P2Pb, computed with the ωB97M-V functional and the def2-TZVPD basis.

CARTESIAN COORDINATES (ANGSTROEM)
1 Pb 0.2540 0.0035 -1.5112
2 C -3.0382 3.8890 -0.5189
3 C -3.8773 3.1009 0.4572
4 C -4.1214 3.7888 1.7776
5 O -3.2656 1.7542 0.7025
6 P -1.8229 1.3493 1.0880
7 O -0.8480 1.3782 -0.0741
8 C -2.1154 -0.3532 1.6298
9 P -0.8532 -1.5869 1.3379
10 O -0.3681 -1.5162 -0.1113
11 O -1.4222 -2.9672 1.6914
12 C -2.1870 -4.0617 1.0385
13 C -1.6093 -4.3945 -0.3158
14 C -3.6464 -3.6819 1.0147
15 O 0.2442 -1.2428 2.3629
16 C 1.3567 -2.0756 2.9106
17 C 0.8324 -2.9941 3.9871
18 C 2.0723 -2.7811 1.7831
19 O -1.3805 2.1875 2.3038
20 C -0.1023 2.8151 2.7258
21 C 0.2454 3.9535 1.7981
22 C 0.9714 1.7632 2.8570
23 H -3.5621 4.8140 -0.7593
24 H -2.8837 3.3425 -1.4500
25 H -2.0685 4.1544 -0.0972
26 H -4.8239 2.8193 0.0012
27 H -3.1892 4.0675 2.2669
28 H -4.7013 3.1561 2.4474
29 H -4.6944 4.6980 1.5941
30 H -3.0270 -0.6946 1.1323
31 H -2.3286 -0.3411 2.7020
32 H -2.0179 -4.8855 1.7287
33 H -1.8064 -3.5934 -1.0321
34 H -2.0924 -5.3003 -0.6814
35 H -0.5370 -4.5825 -0.2568
36 H -3.8229 -2.8285 0.3542
37 H -4.0113 -3.4458 2.0127
38 H -4.2306 -4.5182 0.6310
39 H 1.9952 -1.3108 3.3489
40 H 0.2723 -3.8303 3.5713
41 H 0.2029 -2.4547 4.6930
42 H 1.6832 -3.3951 4.5386
43 H 1.4249 -3.5230 1.3094
44 H 2.9342 -3.3108 2.1889
45 H 2.4242 -2.0733 1.0310
46 H -0.3685 3.1996 3.7082
47 H 0.4833 3.5912 0.7964
48 H 1.1159 4.4752 2.1967
49 H -0.5675 4.6755 1.7378
50 H 1.2212 1.3268 1.8867
51 H 0.6656 0.9717 3.5394
52 H 1.8690 2.2320 3.2618
53 N 0.6947 -2.0238 -2.8435
54 C 0.6923 -1.8874 -4.3349
55 C -0.1999 -0.7727 -4.8598
56 C -1.7099 -1.0023 -4.7857
57 C -2.3349 -1.0757 -3.3994
58 N -1.9823 0.1000 -2.5638
59 H 1.6005 -2.3703 -2.5361
60 H 0.0221 -2.7200 -2.5311
61 H 0.4041 -2.8445 -4.7739
62 H 1.7205 -1.6926 -4.6346
63 H 0.0569 -0.6338 -5.9111
64 H 0.0849 0.1765 -4.3854
65 H -1.9593 -1.9333 -5.3000
66 H -2.2077 -0.2114 -5.3518
67 H -2.0205 -1.9691 -2.8553
68 H -3.4211 -1.1307 -3.4895
69 H -2.6067 0.2093 -1.7678
70 H -2.0429 0.9636 -3.1010
71 C 2.3320 0.4839 -0.6695
72 C 3.4591 0.9865 -0.6985
73 C 4.7402 1.5147 -0.6409
74 C 4.9396 2.8527 -0.1683
75 C 6.1968 3.3782 -0.1418
76 C 7.2872 2.5920 -0.5671
77 C 7.1133 1.2703 -1.0270
78 C 5.8623 0.7309 -1.0641
79 H 4.0801 3.4254 0.1519
80 H 6.3691 4.3889 0.2011
81 H 8.2847 3.0128 -0.5358
82 H 7.9738 0.6983 -1.3450
83 H 5.6937 -0.2806 -1.4068

Output
HOMO-LUMO gap (spin up / spin down), eV: 5.266 / 6.770
E_HOMO (spin up / spin down), eV: -16.8 / -17.6
Total charge: +3
DFT total energy, eV: -65756.085